# 1
ORCA calculation (ωB97M-V/def2-TZVPD) on a structure of composition C10H13NO2 at a distorted geometry.

Summary:
* E_LUMO: 0.829 eV
* spin multiplicity: 1
* energy relative to the best compared isomer or geometry (same formula, charge and spin): 188.9 kcal per mole
* net charge: 0
* max |F|: 11.06 eV/A

XYZ file:
```
26
Properties=species:S:1:pos:R:3:forces:R:3
O -1.64659 -0.77588 -1.23709 -0.1 -0.3 0.1
O -1.46636 0.05891 0.88606 -1.7 -3.7 0.3
N -1.32834 2.32319 0.65813 -5.0 -0.4 -1.5
C 1.13189 0.19502 1.02424 -1.0 -1.7 0.2
C 1.48374 0.31577 -1.29160 -0.4 -3.5 -1.2
C 2.81773 -0.13334 -1.12482 -4.3 2.3 7.0
C -1.52037 -1.37677 1.04801 -4.6 0.1 -1.0
C -1.90690 -1.92351 -0.38734 2.7 -2.8 0.2
C 0.50859 0.26921 -0.25926 2.9 -0.3 0.1
C 2.44232 -0.38543 1.28161 -0.3 1.4 1.9
C -1.11298 0.30124 -0.48370 5.4 -8.4 4.5
C 3.31666 -0.32044 0.24529 1.6 -0.3 -4.4
C -1.42126 1.56570 -0.72429 0.2 11.0 -1.2
H -1.95848 1.91806 1.43575 1.8 0.9 -2.1
H 1.06848 0.10234 -2.28188 0.2 0.9 -0.2
H 3.49873 -0.26022 -1.80437 3.3 -0.4 -4.3
H -0.75471 -1.80210 1.61881 1.8 -0.4 0.1
H -0.28732 2.13486 -1.18947 -4.4 -1.5 0.2
H 0.42411 0.43339 1.81329 0.5 -0.6 0.5
H -0.43981 2.54813 0.95639 2.1 0.2 0.5
H -2.91177 -2.40211 -0.47410 0.3 1.6 0.0
H -2.45344 1.67986 -1.27976 2.1 0.4 1.1
H 4.46030 -0.40353 0.15554 -1.8 -0.6 1.3
H -2.46501 -1.66262 1.61803 1.1 0.9 -0.1
H -1.27490 -3.09522 -0.66246 -1.0 3.9 0.5
H 2.85924 -0.76220 2.32674 -1.4 1.3 -2.1
```
Positions in Å, forces in eV/Å.

# 2
ORCA calculation (ωB97M-V/def2-TZVPD) on the molecule C10H13NO3 at a distorted geometry.

Summary:
* E_LUMO: 0.834 eV
* spin multiplicity: 1
* structure (SMILES): C[C@@H](Cc1ccc2c(c1)OCO2)NO
* energy relative to the best compared isomer or geometry (same formula, charge and spin): 104.5 kcal per mole
* net charge: 0
* max |F|: 5.09 eV/A

XYZ file:
```
27
Properties=species:S:1:pos:R:3:forces:R:3
O -4.00023 -1.45147 0.48519 -1.1 -0.8 2.8
O 4.04167 0.17153 0.31512 2.0 -0.9 0.1
O 2.98098 -1.81946 -0.31101 2.1 0.4 1.1
N -2.87027 -1.14738 -0.16375 3.8 -1.3 -3.1
C 2.76331 0.39763 0.13665 -4.2 -0.1 -0.8
C 0.74371 -0.89119 -0.58085 -0.2 2.2 0.9
C -2.09824 0.85884 1.15225 -2.1 1.6 0.3
C -2.54598 0.26443 -0.24405 0.3 0.6 0.9
C 0.04075 0.38268 -0.64280 2.1 -2.4 0.0
C -1.33236 0.39650 -1.21980 -1.9 1.1 -0.5
C 2.05824 1.60041 0.05787 2.5 -0.1 -0.3
C 0.74374 1.57075 -0.33771 -3.3 0.0 0.1
C 2.06930 -0.80554 -0.16452 -0.4 0.4 -0.9
C 4.14852 -1.27075 0.40875 0.7 -0.2 -0.1
H 0.04021 2.46211 -0.26585 1.5 -0.8 -0.5
H -2.81497 -1.69412 -1.09239 -0.4 1.6 1.9
H -3.59138 -1.76048 1.33763 -1.4 0.2 -0.9
H -3.01245 0.90757 1.83266 1.3 -0.4 -0.6
H 2.68137 2.50733 0.03807 -0.7 -0.2 0.5
H -1.75053 1.94012 1.13029 -0.7 -1.0 -0.7
H 0.19722 -1.82690 -0.73176 0.5 0.3 -0.2
H 5.21864 -1.53246 -0.01414 -2.6 0.0 0.7
H -1.59276 -0.28158 -2.06328 1.0 0.1 0.4
H -1.24822 0.42443 1.64471 0.1 -1.0 0.0
H 3.99001 -1.52678 1.49655 0.5 0.0 -1.0
H -3.53122 0.73349 -0.53594 1.3 0.4 -0.2
H -1.32909 1.39032 -1.66786 -0.8 0.1 -0.2
```
Positions in Å, forces in eV/Å.

# 3
ORCA calculation (ωB97M-V/def2-TZVPD) on a structure of composition C10H13NO5Ti at a distorted geometry.

Summary:
* E_LUMO (alpha / beta): -9.954 / -10.851 eV
* spin multiplicity: 3
* energy relative to the best compared isomer or geometry (same formula, charge and spin): 122.6 kcal per mole
* net charge: +2
* max |F|: 7.75 eV/A

XYZ file:
```
30
Properties=species:S:1:pos:R:3:forces:R:3
Ti 0.22451 0.91535 -1.21083 -1.8 -3.7 3.5
O 0.56737 2.86893 1.40496 -0.1 -1.0 -3.4
O -0.04813 -0.55042 0.05713 0.2 1.5 -1.0
O -0.22502 4.40611 -1.26653 -0.7 -3.0 0.8
O -2.63116 2.37221 -1.64695 3.8 -0.3 1.0
O 3.30805 1.80520 -1.28673 -5.4 -1.5 0.8
N 0.12915 -2.04214 1.71645 -0.6 1.6 -0.8
C -0.54272 -1.05746 1.13517 0.4 -1.5 1.2
C 2.19494 1.48248 -1.16148 7.4 2.2 -1.0
C 0.27706 1.44029 -3.26897 0.2 -1.4 -2.5
C -0.45370 3.28781 -0.80503 0.9 4.6 -0.7
C 0.37720 2.61887 0.24436 -0.3 0.8 3.1
C -0.35249 -2.68940 2.92650 -0.4 -0.4 0.9
C -1.81430 -0.50689 1.69799 -0.3 -0.1 -0.1
C 1.47144 -2.37128 1.23103 0.4 -0.2 -0.3
C -1.46880 2.29731 -1.33331 -4.0 0.1 -0.9
C 0.25530 0.00241 -3.12052 0.5 2.3 -2.0
H -0.66025 -0.55010 -3.35229 -0.1 0.2 0.6
H 2.15549 -1.52368 1.40903 -0.3 -0.3 -0.2
H -0.36528 -2.00142 3.78921 0.1 -0.2 -0.4
H -2.48265 -0.20603 0.87413 0.3 -0.2 0.3
H -2.33182 -1.23794 2.33735 0.2 0.4 -0.3
H 1.43176 -2.64121 0.16416 0.1 0.2 0.4
H -0.59843 1.94703 -3.68829 0.1 -0.1 0.4
H 1.20486 1.95048 -3.57619 -0.3 -0.3 0.4
H 1.17156 -0.57318 -3.29949 -0.1 0.2 0.5
H 1.83487 -3.23101 1.79565 0.0 0.2 -0.2
H -1.58529 0.39106 2.30184 0.0 -0.4 -0.2
H 0.32271 -3.51685 3.16084 -0.3 0.2 -0.1
H -1.36624 -3.08652 2.77080 0.4 0.1 0.1
```
Positions in Å, forces in eV/Å.

# 4
ORCA calculation (ωB97M-V/def2-TZVPD) on a cluster of 2 separate species, C10H13NOS in total at a distorted geometry.

Summary:
* E_LUMO: 0.540 eV
* spin multiplicity: 1
* energy relative to the best compared isomer or geometry (same formula, charge and spin): 110.9 kcal per mole
* net charge: 0
* max |F|: 4.86 eV/A

XYZ file:
```
26
Properties=species:S:1:pos:R:3:forces:R:3
S 1.01273 0.99140 0.39455 -2.7 -0.1 0.9
O 0.15753 1.52824 -0.68370 0.7 0.0 -0.9
N 1.23839 2.20734 1.55105 0.4 0.9 0.3
C -2.14783 -1.05059 2.97928 0.1 -1.4 2.2
C -0.35154 0.19181 1.47743 3.9 -0.9 0.6
C -0.05372 -0.89965 -3.28218 3.9 2.3 -1.8
C -2.52669 -0.66115 1.71970 0.5 0.1 2.2
C -1.53922 -0.10303 0.90826 -1.6 0.6 -0.2
C 2.30356 -1.52351 -3.95993 -0.1 0.7 2.3
C -0.85811 -0.97484 3.52007 0.1 0.4 0.4
C 1.42145 -1.19549 -3.01019 -0.4 0.8 0.2
C 0.05432 -0.32292 2.74818 0.8 0.8 0.0
C 1.04120 3.42103 1.19527 0.5 -2.5 3.0
H 1.71492 -0.76624 -2.05012 0.5 -0.6 0.0
H 2.03188 -1.68363 -4.94362 -0.9 -0.6 -1.9
H -3.59603 -0.60063 1.75232 -0.5 -0.1 -1.7
H -2.85383 -1.49131 3.67842 -0.5 0.2 -0.4
H -0.75515 -1.09025 -2.56203 -1.5 -0.7 1.9
H -1.82035 0.22755 -0.06593 0.3 0.3 -0.6
H 0.06733 0.23016 -3.42902 -1.0 -1.3 0.1
H 3.36139 -1.47161 -3.81086 0.5 -0.1 0.4
H 0.75454 3.65897 0.25922 -1.0 0.9 -3.3
H 1.04713 4.15799 1.97123 0.4 0.5 0.3
H -0.51800 -1.22259 4.57045 -1.0 -0.1 -1.4
H -0.20683 -1.37740 -4.21051 -1.1 -0.3 -1.1
H 1.02093 -0.17968 3.28264 -0.4 0.4 -1.3
```
Positions in Å, forces in eV/Å.

# 5
ORCA calculation (ωB97M-V/def2-TZVPD) on a structure of composition C10H13NOS2 at a distorted geometry.

Summary:
* E_LUMO (alpha / beta): -0.511 / -0.510 eV
* spin multiplicity: 1
* energy relative to the best compared isomer or geometry (same formula, charge and spin): 94.1 kcal per mole
* net charge: 0
* max |F|: 3.27 eV/A

XYZ file:
```
27
Properties=species:S:1:pos:R:3:forces:R:3
S 0.49711 -0.24039 2.42669 1.5 1.6 0.3
S 0.59795 -2.26806 0.68704 -0.2 1.5 0.4
O -0.19241 -2.82717 -0.41620 0.0 -0.3 -0.4
N -0.43352 -1.23112 1.55992 -1.0 -1.1 -1.7
C -2.85957 -1.09212 0.37709 -1.6 1.3 -1.7
C 2.11596 1.49769 0.69849 1.3 -0.3 0.3
C 1.54580 0.27840 0.98657 -1.5 -0.4 1.2
C 2.86704 1.54433 -0.45671 0.1 0.4 0.1
C 2.35243 -0.73567 -1.03059 -0.4 2.5 0.2
C -1.06753 -0.02586 -1.19480 -0.1 -0.3 -0.7
C 2.96190 0.48735 -1.31967 0.8 0.5 -1.3
C -1.86715 -0.03854 0.01769 1.0 -0.3 3.1
C 1.55248 -0.76498 0.06878 0.4 -0.8 1.4
C -1.82692 1.09072 0.91466 0.1 2.7 0.7
H 2.30266 2.38924 1.28623 -1.0 -0.3 0.8
H -2.47433 -1.87333 -0.22886 -0.4 -1.8 0.3
H -3.06697 -1.22768 1.42845 1.0 -0.4 0.3
H 2.27032 -1.44282 -1.76217 0.2 -2.2 -1.7
H -0.92891 1.76713 0.81332 -0.4 -1.2 0.3
H 3.48242 0.75925 -2.25893 -0.2 -1.0 0.5
H -2.59956 1.88011 0.68036 0.0 -1.1 0.1
H -0.97509 -1.02698 -1.51490 0.7 -1.4 -0.2
H -0.07113 0.44204 -1.18323 -0.9 0.2 0.2
H -3.91826 -0.84049 0.06210 1.0 0.1 -0.5
H -1.97215 0.72028 1.95236 0.1 0.7 -0.6
H -1.69873 0.31498 -1.99501 -0.4 1.0 -0.6
H 3.40619 2.46370 -0.59867 0.1 0.2 -0.6
```
Positions in Å, forces in eV/Å.

# 6
ORCA calculation (ωB97M-V/def2-TZVPD) on a structure of composition C10H13O3 at a distorted geometry.

Summary:
* E_LUMO: 3.413 eV
* spin multiplicity: 1
* energy relative to the best compared isomer or geometry (same formula, charge and spin): 77.3 kcal per mole
* net charge: -1
* max |F|: 6.54 eV/A

XYZ file:
```
26
Properties=species:S:1:pos:R:3:forces:R:3
O 1.52740 -0.59893 -1.34070 1.1 0.3 -6.4
O -2.22697 1.26643 -3.20277 -2.2 -1.2 -1.9
O -0.62064 -0.34515 -3.08389 0.8 -1.6 -0.1
C -0.94069 -1.31313 3.48924 1.7 -0.9 0.6
C -1.26491 0.68160 -2.74417 1.9 3.4 1.6
C -1.04073 -1.09231 1.05166 2.6 0.6 0.0
C 1.09626 -0.66448 -0.17123 -5.2 -3.1 1.8
C 1.83168 -0.65956 0.99753 1.8 1.7 -1.2
C 1.19319 -0.75612 2.24389 0.4 -0.1 -1.3
C 0.70731 2.19910 -2.09859 3.4 0.6 -2.1
C -0.35443 -1.07964 -0.16419 -0.1 0.6 2.3
C -0.62726 1.65307 -1.68955 2.7 -4.6 1.7
C -0.19227 -0.89985 2.21591 -1.8 -1.0 1.8
H 0.68516 -0.70939 -2.24755 0.9 1.3 2.3
H 1.56864 1.85668 -1.42397 -1.3 0.5 -0.8
H -0.88878 -2.41456 3.57537 0.2 0.2 0.1
H -1.32704 2.33072 -1.39939 -1.8 2.1 0.4
H 1.13894 1.83691 -3.22097 -1.5 1.0 2.9
H -1.97413 -1.14928 3.59981 -1.5 0.8 -0.7
H -0.37905 1.03751 -0.73809 -0.8 1.1 -1.4
H -0.53438 -0.90792 4.41252 0.5 0.1 0.1
H -2.13598 -1.21684 1.23943 1.2 -0.1 -0.6
H 2.93220 -0.34142 0.82608 -1.8 -0.8 0.7
H 0.74901 3.33086 -2.06846 -0.1 -1.1 -0.3
H 1.97460 -0.79285 3.04271 -1.7 0.1 0.1
H -0.89713 -1.25144 -1.10063 0.6 0.1 0.3
```
Positions in Å, forces in eV/Å.

# 7
ORCA calculation (ωB97M-V/def2-TZVPD) on a cluster of 2 separate species, C10H13O3 in total at a distorted geometry.

Summary:
* E_LUMO: 2.994 eV
* spin multiplicity: 1
* energy relative to the best compared isomer or geometry (same formula, charge and spin): 87.2 kcal per mole
* net charge: -1
* max |F|: 5.70 eV/A

XYZ file:
```
26
Properties=species:S:1:pos:R:3:forces:R:3
O -0.75539 3.08901 2.81385 1.4 2.7 0.2
O 4.13862 -0.48224 -0.91706 1.1 -1.3 0.9
O 3.42318 1.36214 -1.93041 -0.3 -0.7 -0.4
C -2.07386 -1.36077 -0.40918 -3.2 0.5 1.5
C -2.40792 1.97919 1.49775 3.7 -3.2 -0.7
C -2.59407 0.90485 0.60925 -3.6 2.0 -1.5
C -0.63187 -0.10778 1.41540 1.2 -0.4 0.5
C -0.16397 0.99312 2.16433 -4.4 -2.1 -2.9
C -1.16696 1.98443 2.11182 2.3 1.3 1.5
C 1.71320 -1.75917 -1.40961 -1.8 -1.6 2.2
C 2.28126 -0.74335 -2.39597 0.9 -1.3 2.2
C 3.41482 0.12110 -1.69549 -1.5 1.7 -0.6
C -1.83390 -0.18272 0.59389 3.8 -2.4 0.0
H -2.20055 -0.94010 -1.42194 -0.5 -0.2 0.5
H 2.71504 -1.32170 -3.20066 -0.1 0.2 -0.6
H -3.40818 1.01598 -0.21000 1.0 -0.4 1.8
H 0.72222 0.90274 2.76774 0.0 0.6 -0.1
H 0.16271 3.42040 2.49006 -2.5 -1.2 0.8
H 2.52315 -2.34590 -1.05435 0.7 -1.1 0.2
H -3.05712 -2.02242 -0.03620 2.4 1.9 -1.2
H -1.29384 -2.05151 -0.52214 1.4 -0.8 0.4
H 1.27796 -1.44489 -0.39186 0.7 0.8 -1.5
H 0.13095 -0.86908 1.54206 -0.6 -1.0 -0.9
H 1.40291 -0.24575 -2.57584 -1.5 2.2 -1.8
H 0.82385 -2.46454 -1.68516 1.6 1.0 -0.6
H -3.14225 2.56897 1.84973 -2.2 2.6 0.3
```
Positions in Å, forces in eV/Å.

# 8
ORCA calculation (ωB97M-V/def2-TZVPD) on a cluster of 2 separate species, C10H13O4S in total at a distorted geometry.

Summary:
* E_LUMO: 3.562 eV
* spin multiplicity: 1
* energy relative to the best compared isomer or geometry (same formula, charge and spin): 46.2 kcal per mole
* net charge: -1
* max |F|: 4.05 eV/A

XYZ file:
```
28
Properties=species:S:1:pos:R:3:forces:R:3
S 2.05090 1.17171 -0.02403 -0.3 0.0 2.0
O 1.53897 2.08207 -0.98083 -1.1 1.0 -1.3
O 1.06476 -0.57052 1.70657 0.4 0.0 0.8
O 3.41302 0.81217 -0.27046 1.4 -0.5 0.5
O 1.87580 1.97910 1.43988 0.3 -1.8 -0.8
C -2.39537 1.67408 -1.34141 -2.6 1.7 2.5
C -2.60339 1.65098 1.17862 3.2 -0.5 -1.4
C 2.33337 -2.26288 -0.48202 -1.4 -0.4 1.2
C -3.03527 2.03688 -0.09949 0.0 0.2 0.9
C 0.99685 -1.49726 -0.55000 -0.4 -0.8 3.3
C 0.99820 -0.37754 0.48418 -2.3 2.0 -0.6
C -0.71163 0.70271 0.02720 1.9 -2.4 1.2
C -1.32605 0.89720 -1.21036 2.6 -1.0 -0.2
C -1.28029 1.04345 1.22087 -2.2 0.0 0.2
C -0.24033 -2.44158 -0.20653 0.6 -0.4 1.5
H -3.82227 2.74992 0.04133 -0.8 0.2 -1.1
H 0.79089 -0.87084 -1.36577 0.0 -0.2 -2.3
H 2.20050 -3.13179 -1.10386 0.2 -0.7 -0.1
H 2.59528 -2.54331 0.60192 -0.5 0.4 -1.7
H -3.04889 1.96616 2.11228 -0.5 0.1 -0.2
H -0.82465 0.53213 -2.10081 0.1 0.0 -0.1
H -2.73354 2.09145 -2.26933 -0.3 -0.1 -0.4
H 3.09098 -1.67557 -0.90169 1.4 0.9 -0.4
H -0.01642 -3.55665 -0.35462 -0.6 1.7 -0.6
H -0.81153 0.74124 2.18093 -0.2 0.3 -0.7
H 1.64848 1.21422 2.05248 0.2 0.6 -0.6
H -0.64995 -2.44613 0.85872 1.5 0.4 -0.8
H -1.09843 -1.97140 -0.64380 -0.6 -0.6 -1.2
```
Positions in Å, forces in eV/Å.

# 9
ORCA calculation (ωB97M-V/def2-TZVPD) on a structure of composition C10H14AlN2P at a distorted geometry.

Summary:
* E_LUMO (alpha / beta): 0.213 / -0.022 eV
* spin multiplicity: 1
* energy relative to the best compared isomer or geometry (same formula, charge and spin): 18.2 kcal per mole
* net charge: 0
* max |F|: 5.22 eV/A

XYZ file:
```
28
Properties=species:S:1:pos:R:3:forces:R:3
P -1.80820 2.11437 0.01314 -1.4 -2.5 0.0
Al -1.21460 -0.77563 -0.17678 4.4 2.8 0.1
N 0.56459 -0.39783 0.08029 -2.4 -1.0 -0.3
N 4.69888 -0.26236 -0.09054 2.0 0.1 0.0
C 3.33407 -0.23725 -0.08872 -0.8 -0.7 -0.8
C -2.28509 0.30638 1.35128 -0.3 2.5 1.9
C -2.95983 -0.66168 -1.04698 -2.1 -0.6 -0.1
C 1.22015 -1.06834 -0.92427 2.3 -0.4 -1.1
C 2.62046 0.54361 0.85165 -1.5 0.0 0.4
C 1.24721 0.42515 0.92377 1.9 0.9 0.7
C -2.41933 -1.07587 1.31683 -1.2 -0.2 0.7
C -2.32851 0.65493 -1.07921 2.0 -0.5 -2.9
C -2.87139 -1.61328 0.04930 -1.4 -0.8 -0.8
C 2.59750 -1.00699 -1.02596 -0.5 0.1 0.2
H -2.99225 2.84826 -0.17966 0.3 0.4 0.4
H -1.22534 2.83221 1.14599 -0.4 -0.6 -0.2
H 0.65033 0.99189 1.63406 0.1 -0.1 -0.1
H -2.29675 0.81172 2.30741 0.7 -0.4 0.7
H -2.21655 -1.76401 2.13998 -0.2 0.2 0.0
H 3.15563 1.21759 1.52083 -0.2 -0.1 -0.1
H -3.41983 -1.06374 -1.96725 0.2 0.5 0.5
H -0.92348 2.75642 -0.95695 -0.5 -0.4 0.4
H 3.11622 -1.55617 -1.81417 -0.2 0.1 0.2
H -2.12144 0.88089 -2.14106 -0.3 0.3 0.1
H -3.17619 -2.65172 -0.08435 0.0 0.4 0.1
H 5.21186 -0.86372 -0.72972 -0.4 0.4 0.5
H 5.24184 0.24821 0.60243 -0.4 -0.4 -0.5
H 0.60006 -1.63304 -1.63133 0.3 0.1 0.1
```
Positions in Å, forces in eV/Å.